C48H69BrN6O2P2SY | the ωB97M-V functional and the def2-TZVPD basis

Geometry as XYZ:
```
130
Properties=species:S:1:pos:R:3:forces:R:3:lowdin_charge:R:1
Y -0.765516 0.290739 -0.618549 -0.1 0.8 0.0 1.14
C 4.799077 1.674238 5.169604 0.0 0.0 0.0 -0.04
C 4.004229 0.365139 5.062934 0.0 0.0 0.0 -0.55
C 3.073038 0.269601 6.271099 0.0 0.0 0.0 -0.06
C 4.974381 -0.823469 5.104097 0.0 0.0 0.0 -0.04
C 3.232299 0.347400 3.744548 0.0 0.0 0.0 -0.17
C 1.849879 0.259489 3.681411 0.0 0.0 0.0 -0.08
C 1.237556 0.277496 2.445022 0.0 0.0 0.0 -0.52
Br -0.678428 0.236425 2.393828 0.1 0.0 0.1 0.90
C 1.915363 0.359487 1.219066 0.0 0.0 0.1 -0.38
O 1.219266 0.410093 0.091852 0.1 0.0 0.0 -0.34
C 3.324099 0.410479 1.275894 0.0 0.0 0.0 -0.08
C 3.917763 0.424333 2.535085 0.0 0.0 0.0 0.01
C 4.254596 0.503450 0.053392 0.0 0.0 0.0 -0.52
C 3.592330 0.247554 -1.306663 0.0 0.0 0.0 -0.05
C 5.377622 -0.539152 0.186678 0.0 0.0 0.0 -0.04
C 4.863553 1.913175 0.020037 0.0 0.0 0.0 -0.03
H 5.365164 1.698983 6.102913 0.0 0.0 0.0 0.09
H 4.128432 2.537019 5.156985 0.0 0.0 0.0 0.07
H 5.507284 1.785130 4.346957 0.0 0.0 0.0 0.08
H 3.662445 0.288690 7.188810 0.0 0.0 0.0 0.09
H 2.498819 -0.659107 6.265694 0.0 0.0 0.0 0.09
H 2.373388 1.108090 6.310101 0.0 0.0 0.0 0.08
H 5.533723 -0.822321 6.041960 0.0 0.0 0.0 0.09
H 5.694655 -0.783912 4.285814 0.0 0.0 0.0 0.08
H 4.432051 -1.767918 5.030074 0.0 0.0 0.0 0.09
H 1.241939 0.197082 4.572593 0.0 0.0 0.0 0.10
H 4.997237 0.496916 2.577417 0.0 0.0 0.0 0.10
H 3.090785 -0.719942 -1.339713 0.0 0.0 0.0 0.08
H 4.372964 0.250552 -2.070834 0.0 0.0 0.0 0.09
H 2.863352 1.012868 -1.563766 0.0 0.0 0.0 0.05
H 4.960648 -1.547642 0.229609 0.0 0.0 0.0 0.09
H 5.992040 -0.391009 1.073814 0.0 0.0 0.0 0.07
H 6.037545 -0.480758 -0.681002 0.0 0.0 0.0 0.09
H 4.079456 2.667182 -0.097398 0.0 0.0 0.0 0.07
H 5.554439 2.008910 -0.821052 0.0 0.0 0.0 0.09
H 5.412464 2.137252 0.936339 0.0 0.0 0.0 0.08
N -2.188412 -1.253801 -0.658289 -0.1 -0.3 -0.3 -0.38
P -1.928897 -2.724840 -1.101915 0.0 0.0 0.0 0.57
N -0.520668 -3.390804 -0.477478 0.0 0.1 0.0 -0.19
C -0.010278 -4.744776 -0.716956 0.0 0.0 0.0 -0.23
C 1.506534 -4.718377 -0.899221 0.0 0.0 0.0 -0.16
C 2.160686 -3.768158 0.121042 0.0 0.0 0.0 -0.17
C 1.218876 -3.536388 1.295103 0.0 0.0 0.0 -0.17
C -0.039590 -2.825115 0.800116 0.0 0.0 0.0 -0.24
N -3.211028 -3.729697 -0.681162 0.0 0.3 0.1 -0.20
C -4.500190 -3.132571 -0.324632 0.0 0.0 0.0 -0.23
C -5.631809 -3.914348 -0.991185 0.0 0.0 0.0 -0.17
C -5.345377 -5.426714 -0.949487 0.0 0.0 0.0 -0.19
C -4.361541 -5.738291 0.171301 0.0 0.0 0.0 -0.18
C -3.016209 -5.071171 -0.119791 0.0 -0.1 -0.1 -0.21
N -1.718903 -2.797160 -2.767768 -0.1 -0.3 0.1 -0.20
C -0.811087 -3.686899 -3.494228 0.0 0.1 -0.1 -0.22
C -0.840825 -3.328776 -4.973856 0.0 0.0 0.0 -0.17
C -2.213976 -3.668441 -5.573962 0.0 0.0 0.0 -0.18
C -3.313222 -3.509830 -4.513823 0.0 0.0 0.0 -0.18
C -2.926029 -2.423285 -3.523555 0.0 0.1 0.0 -0.23
H -0.493910 -5.182755 -1.585330 0.0 0.0 0.1 0.08
H -0.266819 -5.390513 0.129095 0.0 0.0 0.0 0.11
H 1.758629 -4.408803 -1.915317 0.0 0.0 0.0 0.10
H 1.883127 -5.736521 -0.777235 0.0 0.0 0.0 0.12
H 2.371791 -2.801027 -0.347072 0.0 0.0 0.0 0.10
H 3.117347 -4.165348 0.461787 0.0 0.0 0.0 0.11
H 1.680757 -2.901440 2.054093 0.0 0.0 0.0 0.11
H 0.975426 -4.483269 1.782838 0.0 0.0 0.0 0.12
H 0.262242 -1.784752 0.645738 -0.1 -0.1 0.0 0.03
H -0.822135 -2.828320 1.565369 0.0 0.0 0.0 0.11
H -4.503032 -2.088790 -0.628317 0.0 0.0 0.0 0.08
H -4.622395 -3.122847 0.765660 0.0 0.0 0.0 0.12
H -5.741321 -3.586100 -2.028159 0.0 0.0 0.0 0.10
H -6.570602 -3.683551 -0.481584 0.0 0.0 0.0 0.11
H -4.907443 -5.748704 -1.898457 0.0 0.0 0.0 0.10
H -6.268016 -5.993575 -0.823335 0.0 0.0 0.0 0.11
H -4.200560 -6.812295 0.273085 0.0 0.0 0.0 0.12
H -4.764911 -5.393084 1.125921 0.0 0.0 0.0 0.11
H -2.487270 -5.691400 -0.848788 0.0 0.0 0.0 0.11
H -2.405506 -5.039539 0.791978 0.0 0.0 0.0 0.11
H -1.089370 -4.747027 -3.393931 0.0 0.0 0.0 0.11
H 0.193058 -3.564442 -3.091775 0.0 0.0 0.0 0.10
H -0.044866 -3.861153 -5.495793 0.0 0.0 0.0 0.11
H -0.629485 -2.260835 -5.072887 0.0 0.0 0.0 0.11
H -2.214770 -4.690321 -5.957835 0.0 0.0 0.0 0.11
H -2.415701 -3.015134 -6.424882 0.0 0.0 0.0 0.11
H -3.458488 -4.441984 -3.960377 0.0 0.0 0.0 0.11
H -4.271148 -3.267018 -4.976881 0.0 0.0 0.0 0.11
H -3.747740 -2.238919 -2.827606 0.0 0.0 0.0 0.09
H -2.744922 -1.481576 -4.057855 0.0 0.0 0.0 0.10
O -1.536664 2.398307 -0.279366 0.0 -0.3 0.0 -0.46
P -0.986236 3.770844 0.068746 0.2 0.1 0.1 0.85
C -2.343735 4.924987 0.240345 0.1 0.0 0.0 -0.30
C -2.152373 6.173916 0.829340 0.0 0.0 0.0 -0.08
C -3.214002 7.057190 0.929868 0.0 0.0 0.0 -0.06
C -4.467383 6.692679 0.452587 0.0 0.0 0.0 -0.06
C -4.662097 5.446734 -0.126204 0.0 0.0 0.0 -0.07
C -3.599400 4.562075 -0.235808 0.0 0.0 0.0 -0.07
C 0.113391 4.339476 -1.232102 0.0 0.0 0.1 -0.26
C 1.165194 3.503149 -1.614708 0.0 -0.1 0.0 -0.12
C 2.031852 3.889464 -2.621146 0.0 0.0 0.0 -0.06
C 1.851797 5.111094 -3.258618 0.0 0.0 0.0 -0.06
C 0.805272 5.942827 -2.888055 0.0 0.0 0.0 -0.06
C -0.063241 5.561494 -1.874072 0.0 0.0 0.0 -0.06
C -0.082646 3.775774 1.624310 0.0 0.0 -0.1 -0.28
C -0.816721 3.743241 2.811163 -0.1 0.0 0.0 -0.10
C -0.166306 3.663739 4.029989 0.0 0.0 0.0 -0.07
C 1.220844 3.608519 4.073583 0.0 0.0 0.0 -0.06
C 1.959138 3.643130 2.901005 0.0 0.0 0.0 -0.06
C 1.311551 3.733144 1.678728 0.0 0.0 0.0 -0.05
H -1.178312 6.450662 1.216313 0.0 0.0 0.0 0.12
H -3.067923 8.026179 1.387818 0.0 0.0 0.0 0.11
H -5.297092 7.381601 0.540438 0.0 0.0 0.0 0.11
H -5.643429 5.163106 -0.482782 0.0 0.0 0.0 0.11
H -3.735108 3.578773 -0.669707 0.0 0.0 0.0 0.09
H 1.318192 2.547886 -1.118032 0.0 0.0 0.0 0.07
H 2.845709 3.236502 -2.909368 0.0 0.0 0.0 0.11
H 2.530030 5.414575 -4.045189 0.0 0.0 0.0 0.11
H 0.664698 6.893233 -3.385690 0.0 0.0 0.0 0.11
H -0.878841 6.215731 -1.591790 0.0 0.0 0.0 0.10
H -1.899940 3.775937 2.781156 0.0 0.0 0.0 0.12
H -0.740740 3.639112 4.946623 0.0 0.0 0.0 0.11
H 1.727330 3.539185 5.028335 0.0 0.0 0.0 0.11
H 3.039709 3.590363 2.933623 0.0 0.0 0.0 0.11
H 1.899391 3.773472 0.771791 0.0 0.0 0.0 0.09
N -3.225268 0.896205 -2.450997 -0.1 -0.1 0.2 0.10
C -2.328497 1.528127 -3.201233 0.0 -0.1 -0.1 -0.92
N -2.711658 2.627615 -3.859753 0.0 0.0 0.1 0.12
S -0.721410 0.972516 -3.360530 0.0 -0.1 0.1 0.63
H -4.149961 1.274614 -2.317637 0.0 0.0 0.0 0.12
H -2.991469 0.016937 -1.952570 -0.1 -0.1 -0.1 0.02
H -3.662638 2.956076 -3.854194 0.0 0.0 0.0 0.12
H -2.031012 3.117755 -4.413306 0.0 0.0 0.0 0.10
```
Positions in Å, forces in eV/Å.

Output
**Highest occupied orbital energy**: -9.7702 eV
**E_LUMO**: -1.91 eV
**Net charge**: +1

---

C4H11N3O | the ωB97M-V functional and the def2-TZVPD basis

Geometry as XYZ:
```
19
Properties=species:S:1:pos:R:3:forces:R:3:nbo_charge:R:1
C -0.663177 -0.665925 0.292980 1.4 -0.3 -0.5 -0.25
N 0.742541 -1.050532 0.142192 -0.1 -0.5 -0.1 -0.67
C 1.341976 -1.195992 -1.104299 -0.4 1.1 1.0 0.78
N 2.701977 -1.308836 -1.000611 0.3 -0.4 -0.1 -0.85
O 0.706948 -1.057424 -2.128803 0.4 -0.2 -0.4 -0.65
C -0.748837 0.775143 0.855206 -1.4 -0.5 -1.4 -0.06
C -2.195752 1.193632 0.615315 -1.0 0.7 1.7 -0.62
N 0.070273 1.695890 0.072865 -1.6 0.2 0.6 -0.83
H -1.075906 -0.659926 -0.714260 0.0 0.1 -0.1 0.23
H -1.157778 -1.496159 0.796298 -0.4 0.5 0.6 0.20
H 1.178754 -1.475572 0.941291 0.1 0.0 0.0 0.38
H 3.147842 -1.331593 -0.105965 -0.1 0.1 0.2 0.38
H 3.314435 -1.362549 -1.788696 -0.3 -0.1 -0.4 0.41
H -0.458902 0.809141 1.902258 0.0 0.1 0.1 0.19
H -2.496039 2.051821 1.229062 0.6 0.4 -0.3 0.22
H -2.387352 1.469056 -0.418760 0.1 -0.3 -0.1 0.21
H -2.953558 0.495686 0.987563 0.3 -0.6 -0.5 0.20
H 0.999584 1.579475 0.342459 1.9 -0.1 -0.1 0.36
H -0.067021 1.534658 -0.916091 0.3 -0.1 0.0 0.36
```
Positions in Å, forces in eV/Å.

Output
**Highest occupied orbital energy**: -9.1121 eV
**E_LUMO**: 0.72 eV
**SMILES**: C[C@H](N)CNC(N)=O